No. 1
{
  "formula": "C21H25NO3P2Re",
  "method": "ωB97M-V/def2-TZVPD",
  "charge": 2,
  "s2": 3.819,
  "e_lumo_ev": [-7.94, -10.02],
  "spin_multiplicity": 4,
  "orbital_gap_ha": [0.2232, 0.1423],
  "energy_ev": -50501.538,
  "symbols": ["C", "C", "C", "C", "C", "C", "C", "C", "C", "C", "C", "C", "C", "H", "H", "H", "H", "H", "H", "H", "N", "Re", "C", "H", "H", "C", "H", "H", "P", "P", "C", "H", "H", "H", "C", "H", "H", "H", "C", "H", "H", "H", "C", "H", "H", "H", "C", "O", "H", "O", "C", "O", "H"],
  "positions_angstrom": [[-1.9941, 2.8800, -2.5998], [-1.7263, 1.6390, -2.0255], [-0.3024, 1.1719, -2.1634], [0.6298, 2.1745, -1.8984], [0.3517, 3.4614, -2.3998], [-0.9350, 3.7806, -2.8390], [1.7420, 1.7873, -1.0520], [2.2619, 0.5048, -1.4697], [1.3077, -0.4402, -1.7909], [1.6790, -1.8218, -1.3287], [2.9821, -2.1930, -1.6030], [3.9530, -1.1992, -1.7791], [3.6151, 0.1343, -1.6179], [-3.0379, 3.1620, -2.7819], [1.1607, 4.1990, -2.4119], [-1.1446, 4.7617, -3.2826], [2.4322, 2.5534, -0.6387], [3.2458, -3.2480, -1.5729], [4.9897, -1.4714, -1.9679], [4.3619, 0.9250, -1.5792], [0.0755, -0.1426, -2.4079], [0.0630, 0.4496, 1.5470], [-2.6461, 0.8486, -1.1335], [-2.7167, -0.1686, -1.5797], [-3.6646, 1.3015, -1.0974], [0.6627, -2.5989, -0.5742], [-0.2329, -2.6679, -1.2294], [1.0180, -3.6127, -0.2890], [-2.0733, 0.6413, 0.7596], [0.0135, -1.8144, 1.0927], [1.1665, -2.7450, 2.1955], [0.8741, -2.5720, 3.2401], [1.1241, -3.8206, 1.9762], [2.2005, -2.4052, 2.0467], [-1.4939, -2.8934, 1.2696], [-1.1855, -3.9323, 1.4379], [-2.1064, -2.5785, 2.1220], [-2.1060, -2.8480, 0.3617], [-2.6170, 2.2914, 1.3110], [-3.6089, 2.5501, 0.9263], [-2.6467, 2.3051, 2.4056], [-1.8960, 3.0380, 0.9666], [-3.4822, -0.3604, 1.3148], [-3.4023, -0.5920, 2.3778], [-4.4343, 0.1531, 1.1920], [-3.5807, -1.3138, 0.8011], [-0.6262, 0.1939, 3.3404], [-0.9806, 0.1286, 4.4586], [0.9391, 1.3973, 0.2874], [3.9923, -0.5717, 1.7881], [2.9743, -0.2801, 2.4312], [2.0052, 0.4677, 1.9858], [2.8189, -0.6095, 3.4778]],
  "forces_ev_per_angstrom": [[-0.119, -0.599, 1.016], [1.363, -0.244, -0.763], [-1.500, -1.179, -0.353], [0.872, 1.377, 0.178], [-0.572, 0.853, 0.571], [0.814, 0.177, -0.431], [0.351, 0.733, -2.183], [1.869, 0.924, 1.022], [-2.992, -1.974, -1.013], [-0.424, 1.177, -1.502], [0.320, -0.203, 0.592], [0.287, -1.193, -0.721], [-1.168, 1.472, 1.059], [0.428, 0.133, 0.357], [-0.434, -0.149, 0.068], [0.166, -0.523, 0.148], [-0.579, -0.523, -0.290], [0.198, 0.218, 0.287], [-0.247, 0.009, 0.080], [0.013, -0.295, 0.028], [0.950, 0.267, 4.573], [4.360, 0.071, 0.946], [0.374, -0.927, -0.923], [-0.103, 0.296, 0.656], [0.753, -0.337, 0.151], [-0.730, 0.343, -0.442], [0.265, -0.064, 0.415], [-0.260, 0.671, -0.204], [-3.753, 1.122, -2.591], [0.459, -3.513, -0.659], [0.118, 0.576, 0.307], [0.157, -0.129, -0.184], [-0.179, 0.372, -0.007], [-0.327, -0.218, 0.031], [-0.093, 0.623, -0.007], [0.144, 0.314, -0.136], [0.222, -0.074, -0.146], [0.153, -0.011, 0.184], [0.396, 0.381, 0.481], [0.182, -0.199, -0.022], [-0.039, 0.140, -0.125], [-0.121, 0.087, 0.053], [-0.179, -0.665, 0.442], [0.125, 0.090, 0.074], [0.152, 0.335, -0.205], [0.145, 0.085, -0.159], [-2.294, -0.718, 4.467], [1.407, 0.296, -4.045], [-0.289, 0.516, -1.143], [-2.927, 0.772, 1.415], [3.896, -1.292, -0.371], [-1.787, 0.536, -0.755], [0.180, 0.063, -0.222]],
  "lowdin_charge": [-0.01, -0.19, -0.18, -0.21, 0.00, -0.03, 0.02, -0.20, -0.16, -0.16, 0.01, 0.01, 0.06, 0.13, 0.13, 0.13, 0.16, 0.14, 0.14, 0.15, 0.25, 0.98, -0.20, 0.10, 0.11, -0.19, 0.11, 0.11, 0.71, 0.81, -0.22, 0.07, 0.07, 0.04, -0.21, 0.07, 0.05, 0.05, -0.24, 0.07, 0.06, 0.06, -0.24, 0.06, 0.07, 0.04, -0.27, 0.15, 0.04, 0.07, -0.45, -0.26, 0.15]
}

No. 2
{
  "formula": "C21H25NO7",
  "method": "ωB97M-V/def2-TZVPD",
  "e_lumo_ev": 0.55,
  "spin_multiplicity": 1,
  "smiles": "CCOc1ccc([C@@H](CC(=O)O)NC(=O)COc2ccccc2OC)cc1OC",
  "orbital_gap_ha": 0.3182,
  "energy_ev": -38004.910,
  "symbols": ["C", "C", "O", "C", "C", "C", "C", "C", "C", "C", "O", "O", "N", "C", "O", "C", "O", "C", "C", "C", "C", "C", "C", "O", "C", "C", "C", "O", "C", "H", "H", "H", "H", "H", "H", "H", "H", "H", "H", "H", "H", "H", "H", "H", "H", "H", "H", "H", "H", "H", "H", "H", "H", "H"],
  "positions_angstrom": [[4.2721, 1.1346, 1.5161], [3.9821, 2.1747, 0.4372], [3.1106, 1.7020, -0.5674], [1.7697, 1.5581, -0.3120], [1.1581, 1.9926, 0.8570], [-0.1972, 1.8190, 1.0807], [-0.9874, 1.2036, 0.1258], [-2.4605, 0.9483, 0.3713], [-3.3268, 1.8393, -0.5248], [-4.7704, 1.9218, -0.1104], [-5.5278, 2.7918, -0.4488], [-5.1566, 0.9151, 0.6859], [-2.7422, -0.4671, 0.1923], [-3.0154, -1.1202, -0.9468], [-3.3320, -0.6336, -2.0146], [-2.9053, -2.6443, -0.7712], [-1.9348, -2.9935, 0.1924], [-0.6256, -2.6561, -0.0870], [0.0054, -2.9447, -1.2833], [1.3470, -2.6452, -1.4587], [2.0613, -2.0629, -0.4328], [1.4399, -1.7505, 0.7661], [0.0949, -2.0264, 0.9456], [-0.6283, -1.7191, 2.0654], [0.0411, -1.1128, 3.1427], [-0.3918, 0.7903, -1.0543], [0.9673, 0.9519, -1.2994], [1.3573, 0.4826, -2.5138], [2.6861, 0.5949, -2.9685], [5.0130, 1.5243, 2.2087], [3.3707, 0.8841, 2.0697], [4.6596, 0.2274, 1.0590], [3.6042, 3.1043, 0.8802], [4.9038, 2.4072, -0.1044], [1.7416, 2.4808, 1.6215], [-0.6311, 2.1704, 2.0055], [-2.6859, 1.1763, 1.4202], [-2.9195, 2.8503, -0.5581], [-3.3154, 1.4358, -1.5418], [-6.1036, 0.9948, 0.8804], [-2.4389, -1.0514, 0.9639], [-2.7140, -3.0924, -1.7518], [-3.8528, -3.0347, -0.3896], [-0.5470, -3.4137, -2.0824], [1.8260, -2.8747, -2.3974], [3.1107, -1.8411, -0.5560], [2.0117, -1.2799, 1.5495], [0.4562, -0.1414, 2.8543], [0.8382, -1.7535, 3.5324], [-0.7131, -0.9703, 3.9152], [-0.9711, 0.3181, -1.8306], [2.6751, 0.1731, -3.9736], [3.0129, 1.6357, -3.0153], [3.3779, 0.0267, -2.3441]],
  "forces_ev_per_angstrom": [[-0.192, 0.189, -0.315], [0.260, 0.016, 0.321], [-0.332, -0.153, -0.176], [0.029, 0.013, -0.044], [0.225, 0.068, -0.042], [-0.165, -0.035, -0.126], [0.076, 0.070, 0.202], [0.067, 0.197, -0.247], [-0.036, -0.117, 0.062], [-0.169, 0.419, -0.194], [-0.033, 0.092, -0.086], [-0.058, -0.557, 0.364], [0.082, -0.094, 0.484], [0.052, -0.539, 0.270], [-0.093, 0.028, -0.401], [-0.162, 0.085, -0.304], [0.277, -0.146, 0.151], [0.076, 0.102, 0.188], [-0.265, -0.017, 0.132], [0.137, 0.032, 0.003], [0.036, -0.080, -0.104], [-0.131, 0.028, 0.226], [-0.257, -0.083, -0.037], [-0.098, -0.254, -0.396], [0.170, 0.164, 0.218], [0.278, 0.109, 0.009], [-0.214, 0.047, 0.063], [-0.199, 0.051, 0.197], [0.366, -0.007, -0.274], [0.080, 0.020, 0.103], [-0.049, -0.045, 0.095], [0.060, -0.092, -0.022], [0.038, -0.053, -0.095], [-0.126, 0.056, 0.117], [0.119, 0.019, 0.041], [-0.056, 0.018, 0.127], [0.079, -0.021, -0.155], [-0.095, -0.040, 0.074], [-0.002, 0.173, 0.117], [0.129, 0.255, -0.171], [0.009, 0.049, -0.146], [-0.022, 0.127, 0.114], [0.080, 0.044, -0.095], [-0.096, -0.061, -0.064], [0.046, -0.017, -0.098], [0.105, 0.040, -0.019], [0.017, 0.078, 0.108], [0.009, -0.063, 0.025], [-0.021, 0.010, -0.027], [0.078, 0.012, -0.009], [-0.097, -0.106, -0.155], [0.023, 0.029, 0.051], [-0.007, -0.096, -0.006], [-0.027, 0.040, -0.052]],
  "lowdin_charge": [-0.06, -0.24, -0.08, -0.19, -0.02, -0.05, -0.18, -0.23, -0.03, -0.52, 0.10, 0.11, 0.14, -0.46, 0.06, -0.08, -0.04, -0.20, 0.01, -0.08, -0.09, -0.01, -0.20, -0.08, -0.07, 0.07, -0.19, -0.07, -0.07, 0.08, 0.06, 0.08, 0.12, 0.13, 0.11, 0.12, 0.15, 0.14, 0.13, 0.13, 0.13, 0.13, 0.14, 0.12, 0.11, 0.10, 0.10, 0.08, 0.10, 0.10, 0.13, 0.10, 0.10, 0.08]
}